1.
Molecular formula: C18H19BrN2O2
Method: DFT, ωB97M-V/def2-TZVPD

The geometry in ORCA input format:
```
! wB97M-V def2-TZVPD RIJCOSX def2/J DEFGRID3
* xyz 0 1
O 0.365 4.245 -2.779
C 0.147 3.124 -2.368
N -0.499 2.206 -3.141
C -0.988 0.943 -2.782
C -0.915 -0.101 -3.698
C -1.360 -1.364 -3.352
C -1.896 -1.607 -2.095
C -2.358 -2.978 -1.687
N -1.903 -3.293 -0.343
C -0.457 -3.422 -0.273
C -0.049 -3.640 1.183
O -0.658 -4.792 1.717
C -2.059 -4.691 1.632
C -2.519 -4.495 0.187
C -2.007 -0.549 -1.200
C -1.567 0.714 -1.535
C 0.615 2.659 -1.028
C 0.439 3.491 0.073
C 0.886 3.103 1.323
C 1.530 1.884 1.457
Br 2.133 1.329 3.175
C 1.750 1.060 0.365
C 1.292 1.452 -0.878
H -0.643 2.494 -4.102
H -0.493 0.076 -4.676
H -1.281 -2.169 -4.068
H -2.016 -3.727 -2.425
H -3.453 -2.997 -1.674
H -0.001 -2.504 -0.650
H -0.100 -4.272 -0.882
H 1.028 -3.797 1.265
H -0.337 -2.757 1.773
H -2.460 -5.619 2.043
H -2.409 -3.840 2.237
H -3.605 -4.379 0.163
H -2.245 -5.388 -0.405
H -2.441 -0.733 -0.230
H -1.674 1.529 -0.836
H -0.056 4.441 -0.058
H 0.741 3.740 2.182
H 2.272 0.124 0.487
H 1.470 0.818 -1.734
*
```

## Properties
Structure (SMILES) = O=C(Nc1ccc(CN2CCOCC2)cc1)c1ccc(Br)cc1
Kohn-Sham gap = 9.1 eV
Energy relative to the best compared isomer or geometry (same formula, charge and spin) = 144.1 kJ/mol
Total energy = -96092.2956 eV

=====

2.
Molecular formula: C2H5N4
Method: DFT, ωB97M-V/def2-TZVPD

The geometry in ORCA input format:
```
! wB97M-V def2-TZVPD RIJCOSX def2/J DEFGRID3
* xyz 1 3
C 2.240 1.151 -0.106
C -0.273 -0.706 -0.076
N 1.860 0.077 -0.090
N 1.107 -0.936 -0.061
N -0.750 0.464 0.051
N -2.097 0.551 -0.131
H 2.858 1.987 0.040
H -1.014 -1.627 -0.244
H 1.247 -1.832 0.355
H -2.673 -0.265 -0.298
H -2.506 1.136 0.561
*
```

## Properties
<S²> = 2.024
Kohn-Sham gap (alpha / beta) = 6.0 / 7.5 eV
Energy relative to the best compared isomer or geometry (same formula, charge and spin) = 247.6 kJ/mol
Total energy = -8100.7220 eV

=====

3.
Molecular formula: C6H12O2
Method: DFT, ωB97M-V/def2-TZVPD

The geometry in ORCA input format:
```
! wB97M-V def2-TZVPD RIJCOSX def2/J DEFGRID3
* xyz 0 1
C -1.110 -1.097 -2.783
C -0.672 -0.554 -1.488
C 0.494 -0.103 -0.963
C 0.500 0.224 0.400
C 0.801 1.445 0.965
C 1.082 1.571 2.422
O 1.032 2.629 0.325
H -1.055 -0.239 -3.481
H -0.406 -1.774 -3.277
H -1.970 -1.638 -2.710
H -1.516 -0.442 -0.799
H 1.404 0.087 -1.525
H 0.174 -0.666 1.231
H 0.702 0.547 2.897
H 0.399 2.460 2.841
H 2.249 1.748 2.586
H 0.291 2.628 -0.456
O -0.971 -2.593 1.437
H -0.875 -1.631 1.803
H -0.553 -2.603 0.575
*
```

## Properties
Structure (SMILES) = C/C=C/C=C(/C)O.O
Kohn-Sham gap = 8.9 eV
Energy relative to the best compared isomer or geometry (same formula, charge and spin) = 391.9 kJ/mol
Total energy = -10508.2453 eV

=====

4.
Molecular formula: C14H10FN3OS
Method: DFT, ωB97M-V/def2-TZVPD

The geometry in ORCA input format:
```
! wB97M-V def2-TZVPD RIJCOSX def2/J DEFGRID3
* xyz 0 1
O 0.425 1.752 -2.519
C 1.129 1.204 -1.691
N 0.666 0.987 -0.429
N -0.615 1.418 -0.092
C -1.456 0.643 0.620
N -2.711 0.861 0.746
C -3.289 0.000 1.628
C -4.633 -0.049 1.996
F -5.505 0.823 1.461
C -5.081 -0.984 2.905
C -4.195 -1.894 3.470
C -2.854 -1.883 3.134
C -2.418 -0.942 2.221
S -0.802 -0.699 1.614
C 2.511 0.732 -1.947
C 3.478 0.629 -0.951
C 4.750 0.188 -1.267
C 5.068 -0.155 -2.572
C 4.114 -0.041 -3.569
C 2.843 0.406 -3.260
H 1.167 0.478 0.283
H -1.010 1.977 -0.848
H -6.127 -0.995 3.168
H -4.561 -2.619 4.179
H -2.163 -2.587 3.568
H 3.258 0.921 0.066
H 5.499 0.115 -0.493
H 6.062 -0.501 -2.810
H 4.362 -0.297 -4.588
H 2.087 0.510 -4.023
*
```

## Properties
Structure (SMILES) = O=C(NNc1nc2c(F)cccc2s1)c1ccccc1
Kohn-Sham gap = 8.6 eV
Energy relative to the best compared isomer or geometry (same formula, charge and spin) = 0.0 kJ/mol
Total energy = -34750.7447 eV

=====

5.
Molecular formula: C2H8OS2
Method: DFT, ωB97M-V/def2-TZVPD

The geometry in ORCA input format:
```
! wB97M-V def2-TZVPD RIJCOSX def2/J DEFGRID3
* xyz 0 1
C 2.710 -0.744 0.640
S 2.542 -1.502 -0.995
S 0.497 -1.241 -1.353
H 1.926 -0.009 0.786
H 3.659 -0.221 0.673
H 2.671 -1.477 1.444
H 0.248 -2.554 -1.443
C -2.354 0.958 -0.102
O -2.984 2.105 0.444
H -1.624 0.533 0.589
H -3.138 0.235 -0.297
H -1.848 1.169 -1.048
H -2.305 2.748 0.663
*
```

## Properties
Structure (SMILES) = CSS.CO
Kohn-Sham gap = 9.3 eV
Energy relative to the best compared isomer or geometry (same formula, charge and spin) = 85.9 kJ/mol
Total energy = -25921.0452 eV

=====

6.
Molecular formula: C33H47CsI2N7O3SSi2
Method: DFT, ωB97M-V/def2-TZVPD

The geometry in ORCA input format:
```
! wB97M-V def2-TZVPD RIJCOSX def2/J DEFGRID3
* xyz -1 1
Cs 1.300 -1.491 0.600
I 3.299 -4.118 2.615
C 5.189 -3.235 2.285
I 5.223 -2.062 0.515
H 5.930 -4.017 2.179
H 5.403 -2.593 3.132
C -7.089 3.302 -3.887
O -6.009 3.479 -2.998
C -4.765 3.624 -3.544
C -3.718 3.748 -2.632
C -2.420 3.887 -3.078
C -2.158 3.910 -4.446
C -3.199 3.832 -5.350
C -4.510 3.666 -4.907
N -0.843 4.147 -4.971
N 0.124 3.435 -4.660
C 0.018 2.255 -3.873
C -0.956 1.289 -4.014
C -0.932 0.109 -3.274
C 0.063 -0.163 -2.321
O 0.100 -1.229 -1.624
C 1.120 0.841 -2.192
N 2.107 0.594 -1.294
C 3.080 1.461 -1.161
C 3.180 2.626 -1.944
C 2.190 2.906 -2.842
C 1.103 2.014 -2.983
H -7.972 3.168 -3.269
H -6.950 2.415 -4.513
H -7.226 4.176 -4.531
H -3.949 3.713 -1.576
H -1.608 3.955 -2.367
H -2.983 3.898 -6.409
H -5.308 3.590 -5.631
H -1.760 1.424 -4.726
H -1.724 -0.620 -3.396
H 3.823 1.244 -0.399
H 4.032 3.283 -1.826
H 2.221 3.796 -3.456
C 0.772 -5.004 -1.726
N 0.978 -3.795 -2.489
C 2.135 -3.470 -3.106
S 3.498 -4.453 -3.163
N 2.115 -2.259 -3.698
C 3.272 -1.626 -4.281
H -0.178 -5.463 -2.001
H 0.744 -4.796 -0.652
H 1.590 -5.691 -1.927
H 0.369 -3.006 -2.269
H 1.299 -1.687 -3.550
H 4.063 -1.476 -3.542
H 2.960 -0.656 -4.669
H 3.679 -2.227 -5.093
N 4.820 0.031 6.571
C 4.703 -0.287 5.257
O 5.289 -1.253 4.794
C 3.828 0.582 4.416
C 3.133 1.696 4.876
C 2.332 2.395 3.993
C 2.248 1.955 2.682
N 2.894 0.887 2.223
C 3.660 0.224 3.084
H 5.418 -0.546 7.134
H 4.417 0.859 6.963
H 3.179 2.022 5.907
H 1.763 3.257 4.313
H 1.633 2.490 1.966
H 4.183 -0.641 2.701
C -2.212 -0.579 5.371
Si -1.013 -0.777 3.890
C 0.636 -1.068 4.791
C -1.013 0.993 3.176
C -1.277 -2.009 2.633
Si -2.576 -2.053 1.389
C -4.356 -2.429 1.964
C -2.768 -0.413 0.439
C -2.198 -3.354 0.054
H -1.885 0.218 6.048
H -2.262 -1.511 5.942
H -3.229 -0.350 5.040
H 0.867 -0.271 5.503
H 1.469 -1.172 4.092
H 0.584 -2.007 5.352
H -0.657 1.712 3.919
H -2.025 1.288 2.889
H -0.396 1.081 2.278
H -0.988 -3.016 2.966
H -4.675 -1.692 2.707
H -4.410 -3.412 2.443
H -5.070 -2.415 1.134
H -3.177 0.380 1.071
H -3.460 -0.551 -0.399
H -1.819 -0.066 0.023
H -1.754 -4.248 0.505
H -1.479 -2.935 -0.655
H -3.082 -3.664 -0.509
*
```

## Properties
Kohn-Sham gap = 5.3 eV
Energy relative to the best compared isomer or geometry (same formula, charge and spin) = 0.0 kJ/mol
Total energy = -94900.0654 eV

=====

7.
Molecular formula: H16HgO8
Method: DFT, ωB97M-V/def2-TZVPD

The geometry in ORCA input format:
```
! wB97M-V def2-TZVPD RIJCOSX def2/J DEFGRID3
* xyz 2 1
Hg -0.207 -0.176 -0.015
O -1.899 -1.463 -0.919
H -1.894 -2.441 -0.854
H -2.464 -1.300 -1.688
O -1.765 1.826 -0.855
H -1.696 2.548 -0.206
H -1.686 2.355 -1.642
O 0.936 -2.068 -0.452
H 0.523 -2.705 -1.037
H 1.864 -2.279 -0.717
O -0.462 1.525 1.654
H -1.056 1.749 2.348
H 0.148 2.267 1.692
O 0.342 0.117 -2.383
H 0.510 1.032 -2.442
H 1.215 -0.285 -2.389
O 1.568 -0.455 1.710
H 2.369 -0.930 1.853
H 1.767 0.353 2.200
O -1.139 -1.620 1.722
H -1.852 -1.837 2.286
H -0.528 -2.334 1.949
O 1.558 1.798 -0.541
H 2.431 1.640 -0.314
H 1.417 2.687 -0.956
*
```

## Properties
Kohn-Sham gap = 11.4 eV
Energy relative to the best compared isomer or geometry (same formula, charge and spin) = 92.3 kJ/mol
Total energy = -20798.3278 eV

=====

8.
Molecular formula: C20H21N3O2S
Method: DFT, ωB97M-V/def2-TZVPD

The geometry in ORCA input format:
```
! wB97M-V def2-TZVPD RIJCOSX def2/J DEFGRID3
* xyz 0 1
C -2.085 3.190 -2.308
C -1.384 1.871 -2.369
C -2.021 0.738 -2.883
C -1.361 -0.476 -2.929
C -2.030 -1.690 -3.476
C -0.040 -0.514 -2.440
C 0.761 -1.729 -2.425
O 0.447 -2.832 -2.814
N 2.035 -1.542 -1.875
C 2.464 -0.350 -1.392
S 4.030 -0.326 -0.628
C 4.055 1.393 -0.050
C 2.729 1.963 0.460
O 2.503 3.132 0.266
C 1.847 1.088 1.260
C 0.483 1.380 1.255
C -0.411 0.557 1.905
C 0.028 -0.567 2.598
C -0.947 -1.492 3.283
C -1.736 -0.753 4.365
C -1.890 -2.127 2.258
C 1.393 -0.824 2.642
C 2.298 -0.013 1.982
N 1.780 0.731 -1.425
C 0.515 0.689 -1.939
N -0.149 1.837 -1.911
H -2.420 3.486 -3.300
H -2.960 3.120 -1.664
H -1.406 3.940 -1.914
H -3.035 0.817 -3.247
H -3.045 -1.462 -3.793
H -2.051 -2.478 -2.725
H -1.465 -2.082 -4.320
H 2.631 -2.361 -1.823
H 4.402 2.025 -0.869
H 4.792 1.417 0.756
H 0.150 2.242 0.697
H -1.465 0.790 1.867
H -0.377 -2.295 3.765
H -2.350 0.032 3.930
H -1.059 -0.299 5.085
H -2.389 -1.446 4.892
H -1.322 -2.651 1.492
H -2.500 -1.369 1.772
H -2.551 -2.840 2.746
H 1.755 -1.678 3.197
H 3.352 -0.239 2.047
*
```

## Properties
Structure (SMILES) = Cc1cc(C)c2c(=O)[nH]c(SCC(=O)c3ccc(C(C)C)cc3)nc2n1
Kohn-Sham gap = 9.0 eV
Energy relative to the best compared isomer or geometry (same formula, charge and spin) = 62.2 kJ/mol
Total energy = -40483.0531 eV

=====

9.
Molecular formula: C28H54Cl26F5O6PS2
Method: DFT, ωB97M-V/def2-TZVPD

The geometry in ORCA input format:
```
! wB97M-V def2-TZVPD RIJCOSX def2/J DEFGRID3
* xyz 0 1
O 1.338 -1.086 -0.720
P 0.241 -0.264 -0.226
O -1.026 -1.202 0.406
S -1.370 -2.361 -0.743
O -1.274 -1.659 -1.968
O -2.982 -2.863 -0.485
S -4.129 -1.859 -1.064
O -5.362 -2.341 -0.596
O -4.161 -1.777 -2.465
C -3.979 -0.187 -0.276
F -2.934 0.473 -0.653
F -3.999 -0.404 1.019
C -5.243 0.711 -0.599
F -4.811 1.901 -0.901
F -6.037 0.825 0.418
F -5.921 0.272 -1.611
H 0.813 0.574 0.766
H -0.235 0.596 -1.241
Cl -1.793 5.232 -1.767
C -3.388 5.080 -0.975
C -4.341 6.181 -1.374
Cl -3.843 7.769 -0.730
H -3.225 5.070 0.100
H -3.794 4.120 -1.268
H -5.331 5.970 -0.971
H -4.424 6.268 -2.451
Cl 2.507 1.965 1.580
C 4.238 1.614 1.343
C 4.459 0.167 0.982
Cl 4.095 -0.919 2.352
H 4.766 1.886 2.254
H 4.590 2.260 0.540
H 5.504 0.007 0.716
H 3.841 -0.136 0.138
Cl -1.550 -6.004 -2.020
C -2.237 -5.450 -3.572
C -3.730 -5.646 -3.635
Cl -4.179 -7.369 -3.710
H -1.730 -5.983 -4.372
H -2.001 -4.390 -3.663
H -4.124 -5.175 -4.534
H -4.227 -5.205 -2.774
Cl 0.016 0.090 4.755
C 0.053 -1.662 5.089
C 1.039 -2.379 4.206
Cl 0.524 -2.403 2.501
H -0.954 -2.052 4.963
H 0.337 -1.783 6.133
H 1.135 -3.415 4.521
H 2.013 -1.921 4.244
Cl 7.173 -2.351 2.181
C 7.285 -2.917 0.495
C 8.426 -2.272 -0.247
Cl 8.149 -0.534 -0.534
H 6.329 -2.719 0.013
H 7.431 -3.996 0.531
H 8.539 -2.741 -1.223
H 9.363 -2.377 0.294
Cl 5.313 -2.385 -2.106
C 5.387 -2.930 -3.802
C 6.514 -2.274 -4.559
Cl 6.228 -0.536 -4.817
H 4.424 -2.726 -4.262
H 5.534 -4.008 -3.782
H 6.608 -2.730 -5.543
H 7.462 -2.385 -4.039
Cl 0.495 3.300 4.614
C -0.274 4.261 5.900
C 0.703 4.650 6.980
Cl 1.240 3.247 7.938
H -1.103 3.684 6.302
H -0.678 5.156 5.429
H 0.229 5.344 7.671
H 1.585 5.131 6.563
Cl 1.192 4.252 -5.430
C 1.310 5.408 -4.077
C 2.500 5.135 -3.190
Cl 2.313 3.623 -2.271
H 0.379 5.364 -3.517
H 1.400 6.401 -4.516
H 2.606 5.939 -2.463
H 3.422 5.070 -3.763
Cl -0.122 0.547 -3.344
C -1.647 0.500 -4.262
C -2.333 1.841 -4.266
Cl -2.950 2.276 -2.655
H -2.275 -0.279 -3.833
H -1.399 0.214 -5.284
H -3.188 1.821 -4.939
H -1.662 2.633 -4.592
Cl 3.404 -2.900 5.834
C 5.138 -3.221 5.557
C 5.394 -4.656 5.175
Cl 5.098 -5.777 6.528
H 5.680 -2.943 6.458
H 5.456 -2.562 4.750
H 6.436 -4.776 4.884
H 4.768 -4.963 4.340
Cl -9.096 0.990 5.449
C -9.069 0.426 3.758
C -7.937 1.037 2.973
Cl -8.172 2.782 2.699
H -10.032 0.657 3.311
H -8.954 -0.656 3.787
H -7.875 0.567 1.994
H -6.983 0.900 3.477
Cl 3.027 -7.357 3.206
C 1.525 -7.520 2.258
C 0.711 -6.252 2.262
Cl 0.017 -5.905 3.866
H 0.961 -8.357 2.663
H 1.817 -7.765 1.239
H -0.124 -6.346 1.569
H 1.307 -5.393 1.962
Cl -5.089 7.875 -5.243
C -3.395 7.406 -5.535
C -3.266 5.949 -5.898
Cl -3.642 4.885 -4.520
H -2.821 7.646 -4.642
H -3.031 8.024 -6.354
H -2.240 5.732 -6.197
H -3.923 5.681 -6.722
*
```

## Properties
Kohn-Sham gap = 10.2 eV
Total energy = -412327.3747 eV

=====

10.
Molecular formula: C6H13NO
Method: DFT, ωB97M-V/def2-TZVPD

The geometry in ORCA input format:
```
! wB97M-V def2-TZVPD RIJCOSX def2/J DEFGRID3
* xyz 0 1
C 1.925 0.711 -0.315
C 1.521 0.286 -1.513
C 0.315 0.816 -2.234
O 2.142 -0.796 -2.076
H 1.417 1.538 0.153
H 2.765 0.216 0.148
H -0.274 1.461 -1.587
H 0.577 1.352 -3.151
H -0.322 -0.007 -2.562
H 1.982 -0.789 -3.013
C -1.683 -0.961 -0.015
N -1.870 -0.088 0.875
C -1.583 -0.509 2.254
C -0.747 0.579 2.932
H -1.311 -1.982 0.104
H -1.850 -0.644 -1.042
H -2.556 -0.612 2.739
H -1.074 -1.477 2.310
H -0.425 0.263 3.924
H 0.148 0.733 2.331
H -1.329 1.492 3.009
*
```

## Properties
Structure (SMILES) = C=C(C)O.C=NCC
Kohn-Sham gap = 9.7 eV
Energy relative to the best compared isomer or geometry (same formula, charge and spin) = 221.7 kJ/mol
Total energy = -9968.8763 eV

=====

- Which value of total energy does entry 1 give?
  -96092.2956 eV

=====

- Look up the total energy of the fourth one.
  -34750.7447 eV

=====

- Look up the total energy of the ninth one.
  -412327.3747 eV